The following is a quantum chemistry calculation of 2 unconnected molecules or ions with the total composition C2H2N3P, from the OMol25 dataset.

```
8
Properties=species:S:1:pos:R:3:mulliken_charge:R:1
C 2.85 0.69 -0.24 0.361
C 1.29 2.51 -0.04 0.550
N 3.86 0.25 -0.57 -0.453
N 0.71 3.51 0.11 -0.530
N 1.80 1.33 0.02 -0.507
P -1.19 0.93 0.31 0.283
H -1.13 1.43 1.61 0.152
H -0.20 0.08 0.76 0.145
```

As for the HOMO energy (alpha / beta): -8.9129 / -9.1254 eV. The value obtained for the total energy is -582.8189 a.u. Its spin multiplicity is 1. For the LUMO energy (alpha / beta), the calculation gives -4.565 / -4.675 eV. The calculation puts the energy above the lowest of the compared OMol25 structures with the same formula, charge and spin at 124.36 kcal/mol.

The following is a quantum chemistry calculation of 2 unconnected molecules or ions with the total composition C2H2N3P, from the OMol25 dataset.

```
8
Properties=species:S:1:pos:R:3:mulliken_charge:R:1
C 1.20 0.58 0.77 0.502
C 0.63 -1.52 -0.75 0.073
N 2.26 0.94 1.06 -0.384
N 0.54 -2.42 -1.44 -0.268
N 0.02 0.08 0.77 -0.248
P -1.44 0.74 0.47 0.069
H -1.98 -0.24 -0.39 0.140
H -1.23 1.84 -0.49 0.114
```

As for the HOMO energy (alpha / beta): -11.0999 / -10.4790 eV. The value obtained for the total energy is -582.8150 a.u. Its spin multiplicity is 1. For the LUMO energy (alpha / beta), the calculation gives -3.532 / -3.331 eV. The calculation puts the energy above the lowest of the compared OMol25 structures with the same formula, charge and spin at 126.78 kcal/mol.

The following is a quantum chemistry calculation of a single C2H2N4 molecule, from the OMol25 dataset.

```
8
Properties=species:S:1:pos:R:3:mulliken_charge:R:1
C 0.54 0.19 0.68 -0.268
N 0.36 1.46 0.45 0.425
N 0.20 2.56 0.22 -0.542
N -0.50 -1.11 -2.27 -0.542
N -0.46 -0.97 -1.15 0.425
C -0.42 -0.77 0.14 -0.268
H 1.45 -0.05 1.23 0.385
H -1.17 -1.31 0.71 0.384
```

As for the HOMO energy: -8.4013 eV. The value obtained for the total energy is -296.3109 a.u. Its spin multiplicity is 1. For the LUMO energy, the calculation gives 0.618 eV. The calculation puts the energy above the lowest of the compared OMol25 structures with the same formula, charge and spin at 71.53 kcal/mol.